<1>
A 8-piece molecular cluster, C24H68N4O8 overall. Source: the Open Molecules 2025 dataset; level of theory: ωB97M-V/def2-TZVPD.

ORCA input file:
```
! wB97M-V def2-TZVPD RIJCOSX def2/J DEFGRID3
* xyz 0 1
H -2.91199 2.05510 7.83192
C 1.74982 -4.02824 -5.18333
H -1.22676 -0.12364 -5.15570
C 5.87291 0.43988 -3.48246
H 2.09466 -4.48483 -7.26105
H 3.12511 0.25401 -3.06216
H 2.71273 -3.52325 -5.02717
C -5.71503 -1.10806 6.44443
C 0.96840 -1.11780 0.11958
C 8.10308 0.40904 -4.31517
H 7.85889 0.83544 -5.29674
H 2.11132 1.49884 0.51454
C -0.42095 0.61170 -5.24506
H 1.90213 -1.58015 0.45362
H -6.39249 -1.72957 5.84686
H -6.25602 -0.96282 7.38042
H 1.80678 -2.80446 -2.77640
H 2.24273 -0.13276 -1.01833
H -3.15931 -0.33591 0.04057
N -1.77138 4.75149 6.08119
H 3.87511 1.29273 -2.16499
C -0.98783 2.45662 5.72570
H -0.15484 -1.27132 2.02795
H -0.80838 3.72612 7.50654
H 0.89399 5.34806 0.36958
C -4.16806 -0.76254 0.00974
H 0.23972 3.01651 0.30416
H -7.44564 0.25375 4.99305
H 5.57524 -0.47064 -1.65584
C 4.98408 -0.40050 -2.57720
H -4.92403 0.87361 6.38822
H -3.68293 -2.88081 -0.04872
H 1.42486 1.36195 4.79289
H -2.28851 -0.61570 3.22347
H -3.52780 -2.03261 -1.58490
H 6.20516 1.37148 -3.01190
C -5.47414 0.20733 5.71946
C 1.48175 4.62070 0.92839
H -0.64871 -4.39338 -6.35197
H -3.28845 3.73512 8.01092
H -0.80853 1.45374 6.14063
C -4.13378 -2.11885 -0.68214
C 0.80383 2.10460 4.27198
O 1.85491 1.16566 -4.73066
H 1.44059 2.65574 3.58639
C -1.55201 3.42752 6.76635
C -2.89733 3.00711 7.29609
H -0.81692 1.62464 -5.19276
H -0.85605 5.09970 5.81507
H -2.24866 4.58317 5.19816
C 4.68673 -1.75754 -3.19728
H 1.90472 -5.07356 -4.87130
C -4.57220 0.02424 4.48270
C 1.31031 3.24703 0.29918
H -5.27757 0.85270 -0.27630
H 0.69764 -2.56572 -8.14773
H 0.22431 -5.69910 -6.32039
O 1.32072 -0.01479 -0.73191
N 3.73348 0.28580 -2.24133
H -6.62617 1.67537 4.87074
H 0.40680 0.58194 -3.28945
H 1.94511 -1.98322 -7.04172
H -0.62364 0.03687 0.93282
H -4.77140 -1.61536 6.62594
H 5.38103 0.63106 -4.44938
H 0.07237 1.51807 3.70615
H 8.37707 1.19317 -3.60035
O 2.08290 2.30718 1.04258
N -6.75355 0.84333 5.43340
C 0.22544 -0.54416 1.30612
C -2.50511 -1.13955 4.16001
C 1.05353 -2.60748 -7.11793
H 5.57318 -2.38103 -3.14440
H 0.26482 -2.15810 -6.51016
H 1.69115 3.23131 -0.72633
H 0.10180 -3.23573 -2.47831
O 0.20734 2.98385 5.20128
O -5.03644 0.06234 -0.76536
H -2.99355 -2.08244 3.88907
O -3.31072 -0.32569 5.00216
H -1.63070 -1.32550 4.77876
H 2.52192 4.94961 0.85370
C 1.31589 -4.02742 -6.64588
H 8.95372 -0.25372 -4.45969
H 0.35612 -1.84391 -0.41895
H -5.15547 -2.35411 -0.97297
H -1.76861 2.35111 4.95837
H 0.82641 0.15318 1.89079
H 4.37373 -1.59500 -4.23318
O 7.02468 -0.33484 -3.81240
H -4.56422 1.02097 4.01949
O 0.72412 -3.44645 -4.40546
N 0.10384 -4.84815 -6.87205
H 1.52256 2.06413 -4.62900
H -0.06608 0.43151 -6.26517
H -3.64641 3.00052 6.50050
H 1.03111 -0.70496 -4.39251
C 1.00678 -3.50927 -3.02284
H -5.00348 -0.71463 3.80049
H 1.24715 4.56840 1.99007
H 1.24743 -4.52936 -2.70407
C 0.75098 0.34174 -4.29804
H 3.83673 -2.22204 -2.69572
H -4.55963 -0.82604 1.02999
*
```

SMILES: COC[C@H](C)N.COC[C@H](C)N.COC[C@H](C)N.COC[C@H](C)N.CCO.CCO.CCO.CCO
Highest occupied orbital energy (eV): -9.13

---

<2>
C24H68N4O8 as an isolated structure. Source: the Open Molecules 2025 dataset; level of theory: ωB97M-V/def2-TZVPD.

ORCA input file:
```
! wB97M-V def2-TZVPD RIJCOSX def2/J DEFGRID3
* xyz 0 1
H -8.11138 -15.55009 5.52788
N -12.50233 -18.73785 3.54245
C -7.72701 -15.77225 9.86825
H -11.67868 -15.99863 9.04104
H -10.90132 -17.71730 7.15145
H -11.70939 -16.26683 4.54591
H -7.08255 -17.41783 6.43402
H -10.99445 -14.32393 7.41885
H -9.38697 -19.30233 3.74877
C -13.01173 -16.52569 11.48035
H -9.76735 -17.13056 6.95464
H -13.52412 -13.88593 6.28976
C -11.89527 -17.27088 10.74254
H -10.56036 -14.10344 5.31905
H -11.13202 -20.45995 4.51622
H -5.81282 -15.13111 6.20151
O -10.37223 -15.01542 5.55249
C -12.52352 -16.76846 5.06902
H -6.77907 -15.65033 9.34419
H -10.08011 -16.53257 8.56741
H -10.98993 -14.55283 4.15781
H -14.58510 -20.73986 5.19927
H -12.14318 -17.36400 5.89894
O -13.26043 -17.28460 8.77350
H -9.16333 -19.31243 5.91987
H -9.87100 -13.21767 8.39333
H -14.47109 -17.24335 6.98715
H -12.58962 -13.01190 10.82148
H -15.19096 -17.45784 5.07422
H -10.76601 -11.54547 4.55797
H -12.14657 -14.60671 11.42470
C -10.75339 -13.72147 10.06498
H -13.37321 -15.88601 7.23173
O -6.26076 -15.24106 8.26302
N -10.81428 -13.14809 8.74757
H -9.22355 -14.55929 7.21619
H -11.21420 -18.71464 4.69986
H -12.72847 -16.51968 12.53289
C -10.98935 -19.79520 6.61955
O -10.99635 -12.76962 6.20505
H -12.87613 -14.36116 9.83920
N -9.56399 -19.79408 6.71208
C -10.41968 -13.62569 4.10008
H -11.61080 -12.20782 6.68300
C -9.87889 -14.93571 10.14577
H -8.47773 -15.88447 7.27125
C -12.79723 -14.69584 6.22839
H -13.60086 -17.02575 3.25749
C -11.44211 -18.60600 7.47679
C -8.61629 -18.17034 5.05155
C -13.51962 -20.96377 5.25151
H -8.25780 -17.71055 4.13058
H -9.38530 -17.53590 5.49226
C -13.27664 -17.65376 4.08729
C -10.21478 -14.94467 6.97736
H -12.24190 -19.32493 4.32194
H -13.94739 -17.06187 11.32169
H -9.78735 -15.38828 11.13314
H -10.55978 -16.79420 12.21712
H -11.41453 -20.70194 7.04982
H -11.25259 -13.78673 8.09941
H -8.20021 -16.69104 9.52183
C -11.17483 -12.52263 4.81510
H -6.73755 -19.01114 5.74224
C -10.34108 -16.39475 7.51813
C -6.48025 -15.63763 6.89871
H -12.91480 -17.50297 6.64895
H -14.35726 -18.92165 5.57019
O -12.87262 -19.66093 5.16933
H -7.37061 -15.93991 10.88459
H -10.35018 -15.67390 9.49686
H -11.33343 -18.74301 8.55268
C -11.48083 -19.66097 5.17048
H -12.58491 -14.83612 7.28827
C -7.52958 -18.35573 6.10450
O -13.42466 -15.82171 5.60291
H -12.51725 -18.50047 7.33176
H -11.15475 -17.68392 8.79873
H -8.03172 -14.22375 6.67192
H -15.19542 -18.86013 4.07236
C -13.49935 -16.95713 7.38954
H -13.03195 -15.47142 11.20430
H -11.96184 -14.30649 5.64646
H -10.38416 -13.32384 3.05331
C -11.91408 -17.04287 9.24659
H -9.39081 -13.78036 4.42504
H -11.66730 -18.20628 3.34186
H -6.09318 -16.02576 8.79005
C -14.55115 -18.26649 4.72091
O -9.25063 -19.36348 4.69707
O -8.58071 -14.65669 9.65399
H -9.34271 -20.75413 6.48968
H -9.82790 -17.36136 10.99279
H -12.21260 -12.56651 4.48463
C -12.14307 -13.96634 10.54265
H -13.36251 -21.53639 4.33744
H -11.94810 -18.34740 10.90504
H -10.31411 -12.94470 10.69089
H -7.72969 -18.88715 7.03490
C -7.88899 -15.29906 6.56500
H -13.26436 -21.56364 6.12506
N -10.61726 -16.76955 11.20906
H -11.36718 -16.76239 7.50979
H -6.35857 -16.71457 6.78252
*
```

Highest occupied orbital energy (eV): -7.70

---

Of them, the most stable is <1> and the least stable is <2>.